# C20H41IrN2O

A structure of composition C20H41IrN2O (ωB97M-V/def2-TZVPD, the Open Molecules 2025 dataset).

Computed properties:
F_max = 0.5 eV/Å
LUMO energy (alpha / beta) = -0.20564 / -0.30036 hartree
⟨S²⟩ = 6.015
Frontier orbital gap (alpha / beta) = 8.5 / 8.0 eV

ORCA input file:
```
! wB97M-V def2-TZVPD RIJCOSX def2/J DEFGRID3
* xyz 2 5
Ir -0.241 0.046 0.339
O 2.128 -0.106 0.189
N 0.221 2.173 0.114
N -0.525 -0.014 -1.912
C -2.143 0.617 3.346
C 2.122 -2.122 3.178
C -2.564 -0.471 2.359
C -3.416 -1.530 3.080
C -0.555 3.006 -0.860
C 0.756 -1.432 3.302
C -1.623 -4.998 -0.420
C -1.415 -1.213 1.657
C -0.728 -3.876 -0.989
C -3.432 0.207 1.287
C -1.701 -1.879 0.408
C 0.322 -2.621 1.054
C -0.481 2.453 -2.269
C -1.343 -3.381 -2.301
C -0.684 -2.801 0.074
C 0.672 -4.430 -1.260
C -0.085 -1.709 2.058
C -1.238 1.158 -2.498
C 0.063 -2.071 4.522
C 1.006 0.086 3.518
H 1.212 2.203 -0.129
H 2.077 0.303 3.512
H -3.737 -2.320 2.397
H -2.656 -4.663 -0.302
H -4.310 -1.062 3.495
H 2.035 -3.208 3.128
H -2.224 1.205 -2.030
H -0.170 4.023 -0.826
H 0.567 2.335 -2.573
H -2.872 -1.994 3.905
H 2.717 -1.886 4.060
H 2.689 -1.787 2.304
H -1.391 0.988 -3.562
H -2.644 -1.787 -0.112
H 0.624 -5.179 -2.051
H 2.565 -0.813 -0.303
H -1.517 0.255 4.153
H -0.655 -2.724 -2.842
H -0.909 -1.638 4.736
H -1.533 -4.229 -2.960
H -1.619 -5.849 -1.104
H 1.268 -3.142 1.058
H 0.616 0.446 4.469
H -4.007 -0.500 0.687
H 0.156 2.605 1.034
H -4.142 0.881 1.768
H -1.623 1.445 2.853
H 1.098 -4.918 -0.381
H 0.691 -1.938 5.404
H -1.259 -5.343 0.550
H 0.382 -0.120 -2.362
H -0.070 -3.144 4.370
H -1.033 -0.865 -2.132
H -3.046 1.029 3.798
H -0.890 3.209 -2.941
H 1.362 -3.647 -1.592
H -2.304 -2.877 -2.153
H 0.541 0.713 2.745
H -1.587 3.031 -0.507
H 2.598 -0.048 1.032
H -2.842 0.827 0.597
*
```